Record 1
Formula: C13H23AlI2OP2Se
Source: the OMol25 dataset
Level of theory: ωB97M-V/def2-TZVPD

Properties
ΔE to the lowest compared entry with this formula, charge and spin ... 544.6 kJ/mol
HOMO (alpha / beta) ... -13.344 / -13.136 eV
E_LUMO (alpha / beta) ... -0.2901 / -0.3296 Eh
Kohn-Sham gap (alpha / beta) ... 5.450 / 4.167 eV

The geometry in ORCA input format:
```
! RIJCOSX wB97M-V def2-TZVPD def2/J DEFGRID3
* xyz 2 1
I -0.323 0.445 -1.610
I 2.541 0.368 -0.770
Al -1.182 -1.799 2.797
P -0.249 -2.895 -0.170
C -0.400 -4.285 0.962
C -1.331 -3.391 -1.502
H -1.399 -4.414 -1.872
H 1.515 -4.168 -1.520
H -1.185 -2.804 -2.425
H 1.504 -2.480 -1.840
H -1.223 -4.177 1.676
H -2.379 -3.180 -1.240
C 1.313 -3.211 -1.042
H -0.599 -5.282 0.554
H 2.167 -3.028 -0.380
H 0.497 -4.508 1.598
P -0.214 2.819 -0.567
C -0.262 3.225 1.205
C 1.419 3.311 -1.164
H -1.278 3.344 -2.627
H -0.651 4.780 -1.650
H -2.204 4.125 -1.182
C -1.255 3.844 -1.637
H 1.697 2.632 -1.993
H 1.370 4.315 -1.607
H -0.146 4.318 1.136
H 0.587 2.726 1.700
H 2.095 3.418 -0.303
H -1.236 2.949 1.650
C -1.339 0.080 3.550
O -1.180 1.136 3.979
Se 1.043 -0.436 1.958
C 2.072 -0.957 3.431
C 1.162 -1.805 4.112
C 1.264 -1.977 5.488
C 2.383 -1.503 6.200
C 3.388 -0.819 5.442
C 3.322 -0.540 4.048
H 0.173 -2.490 3.784
H 0.351 -2.466 5.922
H 2.419 -1.721 7.292
H 4.274 -0.529 6.006
H 4.159 -0.027 3.477
*
```

Record 2
Formula: C13H23BF4HgNP
Source: the OMol25 dataset
Level of theory: ωB97M-V/def2-TZVPD

Properties
ΔE to the lowest compared entry with this formula, charge and spin ... 0.0 kJ/mol
HOMO ... -8.433 eV
E_LUMO ... -0.0002 Eh
Kohn-Sham gap ... 8.429 eV

The geometry in ORCA input format:
```
! RIJCOSX wB97M-V def2-TZVPD def2/J DEFGRID3
* xyz 0 1
C -2.806 0.203 -2.937
C -2.593 -1.011 -2.277
C -1.846 -1.067 -1.084
C -1.303 0.109 -0.568
C -1.486 1.317 -1.247
C -2.264 1.369 -2.412
C -1.677 -2.382 -0.356
C -0.252 -2.965 -0.220
N 0.843 -1.982 -0.086
Hg -0.157 0.091 1.260
C -0.791 2.582 -0.772
P 0.853 2.154 -0.071
H -3.011 -1.937 -2.685
H -2.416 2.331 -2.909
H -3.385 0.237 -3.863
H -1.353 3.088 0.028
H -0.623 3.301 -1.591
H -2.078 -2.284 0.670
H -2.274 -3.150 -0.871
H -0.234 -3.583 0.689
C 1.417 3.586 0.875
C 1.852 2.056 -1.588
H -0.034 -3.623 -1.084
C 1.371 -1.542 -1.386
C 1.949 -2.518 0.728
H 0.462 1.462 2.480
H 1.799 -2.395 -1.945
H 0.573 -1.088 -1.992
H 2.169 -0.804 -1.220
H 2.448 -3.365 0.225
H 2.692 -1.730 0.891
H 1.557 -2.856 1.698
H 1.937 3.060 -2.038
H 2.855 1.692 -1.322
H 1.400 1.371 -2.324
H 1.489 4.481 0.240
H 0.724 3.762 1.711
H 2.412 3.338 1.273
H 0.785 0.781 2.777
F -0.819 -1.113 3.560
B -0.209 -0.418 4.707
F -0.359 -1.170 5.867
F 1.188 -0.240 4.349
F -0.805 0.855 4.818
*
```

Record 3
Formula: C13H23BrN4O2V
Source: the OMol25 dataset
Level of theory: ωB97M-V/def2-TZVPD

Properties
⟨S²⟩ ... 0.7584
HOMO (alpha / beta) ... -13.056 / -12.368 eV
E_LUMO (alpha / beta) ... -0.2104 / -0.2094 Eh
Kohn-Sham gap (alpha / beta) ... 7.330 / 6.669 eV

The geometry in ORCA input format:
```
! RIJCOSX wB97M-V def2-TZVPD def2/J DEFGRID3
* xyz 2 2
V -0.476 -0.418 -0.197
N -2.396 -1.014 0.398
C -3.612 -0.548 -0.294
C -3.382 0.776 -1.021
C -2.459 0.623 -2.231
N -1.063 0.722 -1.799
H -2.481 -2.020 0.557
H -2.379 -0.575 1.326
H -4.427 -0.421 0.427
H -3.924 -1.307 -1.017
H -2.956 1.511 -0.329
H -4.348 1.151 -1.357
H -2.680 1.400 -2.974
H -2.613 -0.355 -2.698
H -0.912 1.685 -1.487
H -0.436 0.575 -2.595
O 1.321 0.916 -0.166
C 0.648 1.533 0.697
O -0.531 1.267 0.950
C 1.368 2.650 1.474
N 2.720 2.772 0.857
C 3.743 2.571 1.920
C 3.029 1.671 2.918
C 1.606 2.230 2.932
H 0.795 3.575 1.415
H 2.869 3.644 0.345
H 2.716 1.967 0.173
H 3.985 3.536 2.368
H 4.647 2.129 1.500
H 3.491 1.707 3.900
H 3.034 0.635 2.575
H 1.520 3.090 3.595
H 0.874 1.490 3.252
Br 0.734 -2.068 1.479
C 0.468 -2.921 -0.222
C 0.854 -4.214 -0.496
C 0.550 -4.705 -1.765
C -0.123 -3.882 -2.660
C -0.445 -2.591 -2.283
N -0.152 -2.100 -1.071
H 1.366 -4.806 0.245
H 0.818 -5.713 -2.040
H -0.405 -4.244 -3.637
H -0.957 -1.924 -2.962
*
```

Record 4
Formula: C13H23NO3PSSi2
Source: the OMol25 dataset
Level of theory: ωB97M-V/def2-TZVPD

Properties
ΔE to the lowest compared entry with this formula, charge and spin ... 623.5 kJ/mol
HOMO ... -3.272 eV
E_LUMO ... -0.0297 Eh
Kohn-Sham gap ... 2.464 eV

The geometry in ORCA input format:
```
! RIJCOSX wB97M-V def2-TZVPD def2/J DEFGRID3
* xyz -1 1
C -1.838 1.009 0.921
C -2.535 2.014 0.186
C -3.468 3.183 -0.489
C -4.957 3.350 0.232
C -6.203 2.551 0.069
P -6.364 1.024 -1.066
S -7.361 1.318 -2.711
C -7.326 3.271 1.025
O -8.636 2.945 1.109
O -6.738 4.417 1.796
C -5.335 4.537 1.337
O -4.372 5.419 1.720
H -1.529 0.164 1.703
H -2.960 4.259 -0.399
H -3.705 2.923 -1.628
H -5.017 0.514 -1.291
H -7.073 -0.006 -0.305
C -0.004 -2.445 -0.489
Si 1.781 -1.849 -0.705
C 1.685 -0.081 -1.323
C 2.546 -2.918 -2.043
N 2.607 -1.986 0.825
Si 4.280 -1.518 0.976
C 4.562 0.299 0.608
C 5.420 -2.541 -0.108
C 4.832 -1.803 2.762
H -0.539 -2.369 -1.440
H -0.026 -3.489 -0.162
H -0.527 -1.834 0.250
H 0.982 -0.012 -2.159
H 2.653 0.275 -1.684
H 1.336 0.591 -0.533
H 2.708 -3.938 -1.682
H 3.498 -2.513 -2.389
H 1.880 -2.969 -2.910
H 4.478 0.515 -0.459
H 5.569 0.594 0.921
H 3.845 0.923 1.150
H 5.217 -3.608 0.009
H 6.464 -2.363 0.173
H 5.320 -2.278 -1.163
H 4.734 -2.858 3.035
H 4.234 -1.203 3.454
H 5.883 -1.515 2.878
*
```

Number 1: molecular weight 617.02 g/mol. Number 2: molecular weight 511.70 g/mol. Number 3: molecular weight 398.20 g/mol. Number 4: molecular weight 360.54 g/mol.